The following is a quantum chemistry calculation of a structure of composition C20H12FeN6S3, from the Open Molecules 2025 dataset.

The geometry in XYZ format:
```
42
Properties=species:S:1:pos:R:3:forces:R:3
Fe 0.23435 0.22707 0.59288 -0.1 0.0 -0.3
S -1.13053 -1.57752 0.41123 0.0 0.0 -0.1
S -1.07412 3.64593 -2.26303 0.0 0.0 0.0
S 0.04544 -0.41956 2.71248 0.1 0.1 0.0
N 0.85213 2.10069 0.75055 -0.1 0.0 0.0
N 2.97089 1.61180 1.83227 -0.1 0.0 -0.1
N -0.30240 1.47769 -1.20501 0.0 0.1 0.5
N -2.86331 -4.61294 1.85390 0.0 0.0 0.0
N 2.05763 0.24785 0.18108 -0.1 0.0 0.0
N -1.08457 -2.81683 5.44867 0.0 0.0 0.0
C 4.06930 2.75455 -2.60411 0.0 0.0 0.0
C -1.24095 -2.77049 4.30792 0.0 0.0 0.0
C -2.23682 -3.76471 2.31886 0.0 0.0 0.0
C 4.43047 -0.16593 2.85796 -0.1 0.1 -0.1
C -1.45416 -2.72303 2.89875 -0.1 0.0 0.0
C 3.52363 0.33792 1.94435 0.0 -0.1 0.1
C 0.20519 2.50054 -0.40839 0.0 0.2 0.0
C 2.92828 -0.49236 0.98661 0.0 0.0 0.1
C 3.39289 1.96085 -1.68482 0.0 0.0 0.0
C -0.93401 -1.71146 2.12930 0.0 -0.1 0.0
C 2.99331 2.49103 -0.46862 -0.1 0.1 0.1
C 3.26066 3.82964 -0.18672 0.0 0.0 0.0
C 4.72228 -1.52844 2.80243 0.0 -0.1 0.0
C 3.93406 4.62176 -1.10264 0.0 0.0 0.0
C 4.34306 4.08301 -2.31678 0.0 0.0 0.0
C 3.20123 -1.84586 0.95215 0.0 0.1 -0.1
C 2.22617 1.65904 0.55176 0.4 -0.2 0.1
C 4.11325 -2.35860 1.87208 0.0 0.0 0.0
C -0.12212 3.75123 -0.84298 0.0 0.0 0.0
C -1.01076 1.94384 -2.18382 0.0 -0.2 -0.2
H 4.13540 5.66157 -0.87425 0.0 0.0 0.0
H 4.38171 2.33088 -3.55097 0.0 0.0 0.0
H 5.42609 -1.94704 3.51183 0.0 0.0 0.0
H 3.58329 2.39285 2.00909 0.0 0.0 0.0
H 2.91554 4.25557 0.74993 0.0 0.0 0.0
H 0.13010 4.69053 -0.38365 0.0 0.0 0.0
H 2.70561 -2.48365 0.23098 0.0 0.0 0.0
H 4.86879 4.69960 -3.03542 0.0 0.0 0.0
H 3.16237 0.92496 -1.89931 0.0 0.0 0.0
H -1.51583 1.32457 -2.91071 0.0 0.0 0.0
H 4.34129 -3.41700 1.86580 0.0 0.0 0.0
H 4.88017 0.46853 3.61211 0.0 0.0 0.0
```
Positions in Å, forces in eV/Å.

Calculated values
Total charge ... -1
Molecular weight ... 488.40 g/mol
DFT total energy ... -3556.23135 Eh
Multiplicity ... 2

Here are the natural (NBO) charges for atoms 1 to 5, given in e: 0.9078 -0.1895 0.4176 -0.0474 -0.6544

The following is a quantum chemistry calculation of an isolated molecule of C20H12N4S3 in a non-equilibrium geometry, from the Open Molecules 2025 dataset.

The geometry in XYZ format:
```
39
Properties=species:S:1:pos:R:3:forces:R:3
S -0.77654 0.24476 -1.27852 0.8 1.4 0.0
S -1.24729 1.40359 1.40861 -0.1 0.0 0.1
S 0.41280 2.35946 0.57404 -0.1 -0.5 -1.0
N 1.07237 4.81960 -2.42456 2.2 -1.2 1.5
N -1.31641 -1.44619 3.21985 2.0 2.0 -4.8
N -0.11285 1.73331 -4.61926 1.0 0.0 1.7
N -1.02470 -3.09365 -1.08197 0.5 0.0 0.1
C -1.01384 -2.31704 -0.23204 -1.2 -0.4 0.0
C 4.67834 1.73841 -1.55927 1.2 1.3 1.4
C -4.58713 -5.13628 2.55745 -0.3 4.9 -4.5
C 5.26408 4.10848 -1.61337 -2.7 -2.0 -0.4
C 2.88642 3.33552 -1.85714 2.7 -0.1 -0.5
C 0.58800 2.55356 -2.25442 -1.9 -5.3 2.5
C -3.88850 -3.03439 1.42000 -2.1 -1.7 1.1
C 5.64543 2.76815 -1.39785 -1.3 1.0 -0.3
C -3.44822 -5.11472 3.21562 2.7 -1.6 2.9
C -4.81581 -4.09813 1.56933 -0.2 0.2 0.8
C 1.53017 3.60971 -2.13249 -3.2 5.3 -1.6
C -1.29608 -1.36895 0.80961 0.3 2.0 -1.3
C 0.31650 1.96962 -3.55885 -1.2 0.7 -1.1
C -2.50390 -4.07856 3.07330 -0.3 0.5 0.3
C 0.15070 1.81802 -1.12547 -0.4 0.8 -1.4
C 3.86859 4.30876 -1.86226 1.4 3.0 0.4
C -1.14384 -0.04071 0.42743 0.6 -1.5 0.4
C 3.36462 2.04241 -1.73560 -0.7 -0.5 -0.2
C -1.75076 -1.91705 2.08307 -0.4 0.5 4.9
C -2.78857 -2.97421 2.26194 1.0 -1.8 -1.8
H -1.55457 -4.01374 3.60570 -0.3 -0.6 0.0
H 6.61183 2.65508 -0.97529 0.9 -0.8 -0.1
H 5.90313 4.96862 -1.55227 0.3 0.0 0.1
H -3.36686 -6.02815 3.89136 0.8 1.6 -0.6
H 3.58056 5.39143 -1.95998 0.0 -1.3 -0.1
H -5.27087 -5.85780 2.59397 -2.5 -2.9 0.6
H -5.80060 -4.09184 1.02588 1.3 0.0 0.4
H 0.06356 4.99196 -2.44299 0.2 -1.0 -0.4
H -1.55242 -1.96124 3.99168 -1.5 -1.5 2.2
H 2.70072 1.20283 -1.70703 -0.5 -0.2 -0.1
H -4.17057 -2.19040 0.84796 0.0 0.6 -0.9
H 4.79248 0.73978 -1.20618 1.0 -0.7 -0.2
```
Positions in Å, forces in eV/Å.

Calculated values
Energy relative to the best compared isomer or geometry (same formula, charge and spin) ... 208.3 kJ/mol
Molecular weight ... 404.54 g/mol
DFT total energy ... -2182.75600 Eh
SMILES ... [H]/N=C(\C(C#N)=C1/SS/C(=C(C#N)\C(=N\[H])c2ccccc2)S1)c1ccccc1

Here are the natural (NBO) charges for atoms 1 to 5, given in e: 0.4172 0.2514 0.2107 -0.5727 -0.5646

The following is a quantum chemistry calculation of a structure of composition C20H13BrCl6N4O4OsS, from the Open Molecules 2025 dataset.

The geometry in XYZ format:
```
50
Properties=species:S:1:pos:R:3:forces:R:3
Os -0.40103 0.73451 -1.01288 -0.1 0.3 0.0
Br 0.86703 -7.29016 -0.07066 -0.2 0.2 -0.1
Cl -1.51750 5.28033 -1.26688 0.0 0.0 0.0
Cl 0.93944 5.06961 -2.80465 0.0 0.0 0.0
Cl 0.97298 6.16448 -0.11401 0.0 0.0 0.0
Cl -5.72696 2.08426 -1.17256 0.0 0.0 0.0
Cl -4.64180 2.83181 -3.77580 0.0 0.0 0.0
Cl -5.44025 0.07271 -3.26382 0.0 0.0 0.0
S 1.81066 0.28506 -1.16732 0.2 -0.2 -0.1
O -0.88472 -1.10849 -0.92335 0.0 -0.3 0.0
O -0.32329 2.66728 -1.17512 0.0 0.3 0.0
O 1.47902 3.28242 -0.01731 0.0 0.2 0.1
O 0.66066 -1.85954 0.50693 -0.1 -0.2 -0.1
N -2.38003 1.03245 -1.71944 -0.1 0.0 0.1
N 3.74761 1.27522 0.34834 -0.1 0.0 0.1
N -0.38148 0.81745 1.25917 -0.1 0.1 0.0
N 1.97306 0.96897 1.56873 0.0 -0.1 0.0
C 0.52900 0.32945 3.39834 0.0 -0.1 0.0
C -0.20383 -2.13355 -0.29092 0.2 0.4 0.1
C 2.96625 1.49675 2.38344 0.0 0.1 0.0
C -1.61394 0.64671 1.76796 0.0 -0.1 0.0
C -1.34542 -6.05084 -1.37469 -0.2 0.0 -0.1
C 0.22398 4.99847 -1.18330 0.0 0.0 0.1
C 4.06327 1.67603 1.62359 0.0 0.0 0.0
C -4.79959 1.55682 -2.57557 0.1 0.0 0.0
C -1.84193 0.33644 3.08832 0.0 0.0 0.0
C -0.74231 0.15475 3.91442 0.0 0.0 0.0
C -3.43806 1.25730 -2.08732 0.0 0.0 -0.1
C 0.53453 3.56647 -0.69799 -0.1 -0.3 -0.2
C 0.66814 0.68388 2.06760 0.1 0.0 -0.1
C -0.63151 -3.47385 -0.69223 0.1 -0.2 0.1
C -1.77566 -3.68560 -1.45594 0.0 0.0 0.0
C 2.48019 0.86205 0.31900 0.0 0.1 -0.1
C -0.20473 -5.82746 -0.62083 0.2 -0.2 0.1
C 4.64771 1.34973 -0.80753 0.0 0.0 0.0
C 0.15761 -4.54676 -0.26683 0.0 0.2 0.1
C -2.13093 -4.97950 -1.78734 0.0 -0.2 0.0
H 4.76495 0.36247 -1.24864 0.0 0.0 0.0
H -2.38042 -2.85100 -1.78206 0.0 0.0 0.0
H -2.44191 0.75358 1.07755 0.0 0.0 0.0
H 1.39598 0.15658 4.01667 0.0 0.0 0.0
H 4.24358 2.04979 -1.53587 0.0 0.0 0.0
H -3.02088 -5.16466 -2.37287 0.0 0.0 0.0
H -2.85284 0.21801 3.44953 0.0 0.0 0.0
H 5.61090 1.70336 -0.45489 0.0 0.0 0.0
H 1.04078 -4.36988 0.33023 0.0 0.0 0.0
H -1.61776 -7.06323 -1.64033 0.0 0.0 0.0
H 2.79637 1.74279 3.41425 0.0 0.0 0.0
H -0.86885 -0.12985 4.95014 0.0 0.0 0.0
H 5.03393 2.06633 1.87472 0.0 0.0 0.0
```
Positions in Å, forces in eV/Å.

Calculated values
Energy relative to the best compared isomer or geometry (same formula, charge and spin) ... 0.0 kJ/mol
Total charge ... +2
Molecular weight ... 888.27 g/mol
DFT total energy ... -7113.36903 Eh
Multiplicity ... 5

Here are the natural (NBO) charges for atoms 1 to 5, given in e: 1.6435 0.1161 0.0654 0.0728 0.1025

The following is a quantum chemistry calculation of a structure of composition C20H13ClN6O3S2 in a non-equilibrium geometry, from the Open Molecules 2025 dataset.

The geometry in XYZ format:
```
45
Properties=species:S:1:pos:R:3:forces:R:3
Cl -6.55635 -2.54040 -0.73052 0.9 0.2 0.0
S 3.64044 3.84547 4.74160 0.4 -0.6 -1.4
S 2.14179 1.10561 3.45976 -0.1 -2.3 1.5
O 3.23026 0.35836 4.07807 -0.9 0.5 -1.3
O 1.19771 1.67441 4.38674 0.2 0.5 -0.9
O -0.64458 -2.17678 -0.71170 1.2 0.2 0.7
N 0.78149 0.12361 -4.70290 2.1 -0.9 -0.9
N 4.60081 3.44301 2.38556 1.9 1.6 1.2
N 2.57475 -3.85703 0.03030 0.7 -1.0 -0.5
N 5.14331 4.49566 4.39427 -0.3 0.1 -0.4
N -0.76859 1.56182 -4.12912 -2.1 1.6 0.7
N 2.77174 2.28729 2.46381 -2.5 -1.4 0.4
C -4.78837 -2.39929 -0.71537 0.1 0.0 -0.2
C -2.75651 -1.33521 -1.60404 0.1 -0.6 0.9
C -0.89368 -0.64958 -3.15945 -0.7 -0.3 0.4
C -0.01810 0.50605 1.82298 0.7 -0.3 0.2
C -1.89942 1.87953 -3.45464 0.9 -0.6 -0.7
C -2.67424 -3.22420 -0.01953 1.0 0.8 0.5
C -2.52424 0.96990 -2.63107 -0.8 0.4 0.4
C -4.05379 -3.29119 0.07828 0.1 0.8 -1.1
C 1.83975 -1.05291 1.74193 0.6 0.4 0.9
C -0.31668 0.34008 -3.98083 -0.7 -0.3 1.1
C 3.57987 3.14770 3.12395 1.5 1.3 0.4
C 1.21512 -1.81807 0.77741 -0.7 0.0 -0.7
C 1.24927 0.08011 2.26124 0.0 0.8 0.1
C -0.04449 -1.43808 0.28388 -0.7 1.2 0.6
C -0.64146 -0.25673 0.83531 -0.3 -0.2 -0.3
C -2.06857 -0.32862 -2.45162 1.6 -0.4 -1.0
C 1.93196 -2.95923 0.30810 -0.7 0.6 0.2
C 5.45710 4.22458 3.15723 -1.0 -0.3 0.3
C -4.16034 -1.44734 -1.53598 -0.2 -0.2 0.3
C -2.01721 -2.22319 -0.78117 -1.9 -0.4 0.1
H 1.45384 -0.54093 -4.31881 -0.2 0.5 -0.6
H 2.80312 -1.37757 2.12656 -0.1 0.1 -0.1
H 6.36164 4.62289 2.74014 0.3 0.0 -0.1
H -2.04705 -3.85967 0.62298 -0.3 0.2 -0.4
H -2.32225 2.87169 -3.63496 0.3 -0.3 0.2
H 3.34365 1.89171 1.72398 -0.3 -0.2 -0.3
H 1.10141 0.99172 -5.13652 0.3 -0.7 0.3
H -0.44591 -1.65308 -3.12570 -0.3 0.6 0.0
H -1.62061 0.08301 0.47817 0.4 -0.4 0.0
H -0.42206 1.42352 2.30016 -0.1 -0.8 -0.7
H -4.79546 -0.77470 -2.11349 0.3 -0.2 0.0
H -3.39104 1.27842 -2.09650 -0.7 0.3 0.3
H -4.54806 -4.00235 0.71149 -0.1 -0.2 0.1
```
Positions in Å, forces in eV/Å.

Calculated values
Energy relative to the best compared isomer or geometry (same formula, charge and spin) ... 0.0 kJ/mol
Molecular weight ... 484.95 g/mol
DFT total energy ... -2580.74166 Eh

Here are the natural (NBO) charges for atoms 1 to 5, given in e: -0.0028 0.6131 2.2669 -0.9180 -0.9181

The following is a quantum chemistry calculation of an isolated molecule of C20H13F6N3O2S in a non-equilibrium geometry, from the Open Molecules 2025 dataset.

The geometry in XYZ format:
```
45
Properties=species:S:1:pos:R:3:forces:R:3
S 2.67039 -0.48690 -4.39976 -0.8 -2.0 -3.3
F 4.99523 0.21625 -3.77161 0.9 -0.8 -0.6
F 4.88435 -0.29895 -5.92079 -0.8 -0.9 1.8
F 5.14223 -1.97216 -4.41148 -2.0 3.4 -0.7
F -1.95945 -2.77575 3.08868 1.3 0.9 0.9
F 0.06398 -2.50412 2.02100 0.6 -2.2 2.0
F -1.54435 -4.20278 1.67195 2.1 0.0 -0.4
O -2.37173 -0.20661 2.33972 0.9 1.3 1.5
O -0.41900 2.90645 0.62108 2.0 -2.2 -1.2
N 0.00522 3.65978 4.02610 0.5 2.4 1.3
N 0.16512 0.96100 1.61202 1.3 0.3 -1.0
N -3.26051 0.90524 -3.38789 -0.5 1.1 -1.8
C 0.63181 1.92570 -1.89733 -1.2 0.4 -1.8
C 2.03075 0.20900 -2.95310 1.1 2.3 2.1
C -2.06864 -1.82012 -1.53896 0.0 1.6 -0.4
C 2.51189 -0.17964 -1.67107 0.2 0.0 0.1
C 4.49762 -0.66886 -4.66849 1.5 -0.2 1.5
C 0.24273 1.83564 0.47197 -4.1 2.4 5.6
C -1.64808 -2.48015 -0.42765 0.9 -3.1 -0.5
C -0.09628 2.68462 3.47060 -0.9 -3.1 -2.1
C 0.12351 0.28141 4.02717 0.0 1.8 0.4
C -2.82694 0.34470 -2.50430 0.3 -1.4 2.6
C 0.94359 1.39558 -0.66356 2.5 -2.2 -0.9
C 1.94608 0.34752 -0.52504 -0.9 0.9 0.3
C -1.94932 1.16443 2.80068 -0.2 0.1 -0.1
C -2.10153 -0.73051 1.11100 -0.9 2.1 -1.6
C -2.46815 0.03610 -0.06567 -0.1 0.8 1.4
C -1.63992 -2.00196 0.90917 -2.3 0.2 -2.4
C -0.43224 1.33076 2.93137 1.4 -1.9 -0.1
C 1.13700 1.34662 -3.07890 0.9 -2.3 1.1
C -1.24650 -2.91885 1.97167 -1.9 0.5 -0.8
C -2.46487 -0.45308 -1.33695 0.6 -1.3 -0.9
H 0.76286 1.55850 -4.06764 0.1 0.5 0.0
H -2.26872 1.96545 2.13754 -0.4 -0.3 -0.4
H 2.27052 -0.03364 0.49505 -0.4 0.8 -1.5
H -0.60220 0.29065 4.85812 0.3 0.0 -0.3
H -1.29192 -3.56112 -0.65063 -0.6 1.9 0.8
H -2.03874 -2.25902 -2.55618 0.0 0.3 0.9
H -0.14935 2.74207 -2.00309 1.2 -1.1 0.4
H 3.38014 -0.85279 -1.51878 -0.9 0.2 -0.6
H -2.78341 1.07625 0.07538 0.1 -0.4 0.1
H -2.34580 1.41059 3.81114 -0.4 -1.0 -0.8
H 1.14002 0.55120 4.50166 -1.5 -0.5 -1.3
H 0.37318 -0.04438 1.47862 -0.1 1.2 0.3
H 0.05944 -0.69414 3.58716 0.4 -0.5 -0.1
```
Positions in Å, forces in eV/Å.

Calculated values
Molecular weight ... 473.40 g/mol
DFT total energy ... -2081.96299 Eh
SMILES ... C[C@](C#N)(COc1cc(C#N)ccc1C(F)(F)F)NC(=O)c1ccc(SC(F)(F)F)cc1

Here are the natural (NBO) charges for atoms 1 to 5, given in e: 0.2206 -0.3270 -0.2991 -0.3488 -0.2960